No. 1
Formula: C6H28NO8
Source: OMol25
Level of theory: ωB97M-V with the def2-TZVPD basis set

Values from the calculation:
ΔE to the lowest compared entry with this formula, charge and spin   20.8 kJ/mol
Charge   +1
Gap between HOMO and LUMO   9.96 eV
HOMO level   -12.4 eV

Each line ends with the natural charge from an NBO analysis.
Cartesian coordinates (Å):
C1 -0.673522 3.581637 0.823677  -0.08
O1 -0.324174 3.359293 2.183483  -0.72
C2 -0.113158 2.433646 -0.076973  -0.06
C3 -1.026573 2.285834 -1.267625  -0.48
C4 -0.309072 1.689510 -2.479386  -0.19
C5 -0.104808 0.411187 -2.734512  -0.18
C6 0.417367 -0.069789 -4.075786  -0.65
N1 -0.086146 1.177269 0.760795  -0.69
H1 -0.405924 4.601990 0.558287  0.20
H2 -1.754719 3.527601 0.816174  0.19
H3 0.623251 3.323617 2.344952  0.47
H4 0.941642 2.591509 -0.291011  0.21
H5 -1.990137 1.806662 -1.063535  0.23
H6 -1.402785 3.259983 -1.537844  0.24
H7 0.183018 2.524020 -2.969675  0.20
H8 -0.538549 -0.393285 -2.146816  0.20
H9 1.437462 0.277231 -4.231584  0.22
H10 0.248379 -1.125438 -4.177560  0.22
H11 -0.162436 0.375560 -4.883481  0.23
H12 0.809717 1.067838 1.217231  0.44
H13 -0.371844 0.368297 0.229529  0.47
H14 -0.822186 1.211952 1.460498  0.47
H15 -4.577693 -0.170603 0.630644  0.48
H16 -4.442883 -0.607752 2.126101  0.48
O2 -4.123269 -0.004340 1.456944  -0.96
H17 0.516796 -2.149081 0.454234  0.52
H18 -0.801885 -1.842929 1.194646  0.49
O3 -0.113403 -1.429995 0.674758  -1.02
H19 2.166439 -3.000471 -0.518355  0.50
H20 2.815516 -2.374257 0.702111  0.48
O4 2.112009 -2.981750 0.446552  -0.97
H21 -1.655962 -3.941837 -0.978063  0.47
H22 -2.918992 -3.680385 -0.285224  0.47
O5 -2.010437 -3.939658 -0.079858  -0.93
H23 -0.001402 -0.407129 3.642533  0.48
H24 -1.097618 0.381833 4.216303  0.49
O6 -0.606801 0.303323 3.390484  -0.96
H25 4.282114 -1.477620 2.144707  0.49
H26 4.786359 -0.231377 1.307215  0.49
O7 4.034571 -0.648158 1.733410  -0.97
H27 1.899958 -3.617859 -2.977695  0.50
H28 2.861899 -2.327455 -2.948717  0.50
O8 2.283989 -2.912367 -2.460384  -0.98

Forces on atoms 1 to 2 (eV/Å):
0.7083 -0.7190 0.8856
-0.3242 -0.1330 0.3145

=====

No. 2
Formula: C16H25O13
Source: OMol25
Level of theory: ωB97M-V with the def2-TZVPD basis set

Values from the calculation:
ΔE to the lowest compared entry with this formula, charge and spin   1752.3 kJ/mol
Charge   -1
Gap between HOMO and LUMO   8.35 eV
HOMO level   -5.8 eV

Each line ends with the natural charge from an NBO analysis.
Cartesian coordinates (Å):
O1 0.645179 0.146663 -0.570452  -1.21
H1 1.523058 -0.175514 -0.287516  0.43
C1 2.289280 2.626750 -0.542844  -0.64
C2 0.798189 2.494986 0.085708  0.04
C3 0.866697 1.567299 1.370470  -0.24
O2 0.175836 2.327981 2.266683  -0.54
C4 0.063222 3.666136 1.819843  0.98
O3 -0.309621 4.625820 2.492452  -0.58
O4 0.285630 3.731504 0.502370  -0.49
H2 3.107166 2.698319 0.174114  0.20
H3 2.490557 3.373513 -1.310911  0.21
H4 2.457948 1.706867 -1.102724  0.23
H5 0.159767 2.056988 -0.681543  0.26
H6 1.862899 1.501274 1.807863  0.19
H7 0.563730 0.534879 1.196049  0.34
C5 -0.751018 -0.126775 2.019205  -0.67
C6 -1.697329 0.962544 1.454545  0.06
C7 -1.303522 1.370311 0.102459  -0.28
O5 -2.567719 1.399585 -0.602494  -0.50
C8 -3.512353 0.793191 0.062363  0.97
O6 -4.650560 0.615599 -0.386660  -0.61
O7 -2.972588 0.385520 1.304859  -0.51
H8 -0.575470 -0.988744 1.375558  0.22
H9 -0.976381 -0.468217 3.029518  0.23
H10 0.176466 0.440261 2.098915  0.23
H11 -1.761301 1.887367 2.027877  0.21
H12 -0.555933 0.766367 -0.411785  0.34
H13 -0.813643 2.343431 0.136519  0.22
C9 1.978969 -1.640500 -1.361378  -0.64
C10 2.072752 -1.495835 0.119804  0.06
C11 0.853402 -1.985907 0.860689  -0.14
O8 1.300841 -3.230201 1.379756  -0.48
C12 2.641900 -3.324432 1.315996  0.97
O9 3.432226 -4.193465 1.693438  -0.62
O10 3.105621 -2.445158 0.491637  -0.47
H14 2.095915 -2.714781 -1.504023  0.21
H15 2.633424 -1.024385 -1.977963  0.21
H16 0.963282 -1.372596 -1.652404  0.24
H17 2.348863 -0.456191 0.295908  0.18
H18 -0.005523 -2.173494 0.216359  0.23
H19 0.536249 -1.227400 1.576360  0.22
C13 -1.622822 0.097220 -2.527509  -0.59
C14 -0.916841 -0.943153 -1.794666  -0.01
C15 -1.452537 -1.173578 -0.417388  -0.17
O11 -2.065535 -2.467129 -0.471863  -0.51
C16 -1.796612 -3.033464 -1.652857  0.97
O12 -1.768157 -4.273842 -1.919319  -0.63
O13 -1.238754 -2.101793 -2.432098  -0.49
H20 -2.697706 -0.083282 -2.539552  0.21
H21 -1.201250 0.342118 -3.502386  0.20
H22 -1.473273 1.013532 -1.956468  0.22
H23 0.095313 -0.553916 -1.904831  0.29
H24 -2.276837 -0.613887 0.024620  0.23
H25 -0.561096 -1.188386 0.209697  0.22

Forces on atoms 1 to 2 (eV/Å):
3.9151 0.5550 0.7041
-2.9987 3.0576 -1.8566

=====

No. 3
Formula: C4H9NO
Source: OMol25
Level of theory: ωB97M-V with the def2-TZVPD basis set

Values from the calculation:
ΔE to the lowest compared entry with this formula, charge and spin   366.7 kJ/mol
SMILES string   C=COCCN
Gap between HOMO and LUMO   9.56 eV
HOMO level   -8.5 eV

Each line ends with the natural charge from an NBO analysis.
Cartesian coordinates (Å):
C1 -0.230079 -1.120716 -0.910119  -0.26
C2 -0.931116 -0.392903 0.166741  -0.07
C3 0.865249 1.029414 0.960684  0.13
C4 1.668348 1.666084 1.996224  -0.53
H1 -0.786574 -1.813176 -2.831051  0.37
H2 -1.638388 -0.388586 -2.230474  0.36
H3 0.691477 -0.461730 -1.185067  0.18
H4 0.107485 -2.130353 -0.408874  0.21
H5 -1.328788 0.698048 -0.111363  0.17
H6 -1.810161 -0.956815 0.667606  0.22
H7 0.839496 1.360846 -0.221132  0.17
H8 1.627480 1.279972 3.095653  0.22
H9 2.129267 2.655804 1.817223  0.22
N1 -1.216668 -1.390839 -2.019079  -0.84
O1 0.012972 -0.035049 1.213026  -0.54

Forces on atoms 1 to 2 (eV/Å):
0.9099 -1.4986 -0.7261
-1.6005 3.0947 1.7782

=====

No. 4
Formula: C23H35CoN6O11S
Source: OMol25
Level of theory: ωB97M-V with the def2-TZVPD basis set

Values from the calculation:
2S+1   2
Expectation value of S²   0.959
ΔE to the lowest compared entry with this formula, charge and spin   94.3 kJ/mol
Charge   -1
Gap between HOMO and LUMO (alpha / beta)   3.90 / 3.87 eV
HOMO level (alpha / beta)   -3.2 / -3.1 eV

Each line ends with the Löwdin spin population.
Cartesian coordinates (Å):
Co1 0.364502 -0.110429 1.577856  0.94
O1 2.214789 1.615318 4.833785  0.00
C1 1.537228 1.143230 3.954147  0.00
O2 1.427702 0.027253 3.440577  0.04
C2 0.499003 2.238308 3.174439  0.00
O3 0.203695 3.235527 3.785607  0.00
O4 0.223211 1.813810 2.039519  -0.01
O5 -0.201356 -3.921698 0.474336  0.00
C3 -0.257695 -2.929460 1.216883  0.00
O6 0.581504 -1.972017 1.115552  0.00
C4 -1.453747 -2.794141 2.115088  0.00
C5 -2.044539 -3.889174 2.699537  0.00
C6 -3.300916 -3.770814 3.313869  0.00
C7 -4.053515 -2.611845 3.130910  0.00
C8 -3.505803 -1.524114 2.451811  0.00
C9 -2.093308 -1.510025 2.154550  0.00
O7 -1.487870 -0.426221 1.897718  -0.01
N1 -4.341230 -0.515494 1.973403  0.00
O8 -5.500247 -0.420626 2.415688  0.00
O9 -3.957222 0.188372 0.998624  0.00
N2 -3.839933 -4.846673 4.037305  0.00
O10 -4.955229 -4.715283 4.552914  0.00
O11 -3.182659 -5.888769 4.135741  0.00
H1 -1.534357 -4.839739 2.704261  0.00
H2 -5.070319 -2.564007 3.487515  0.00
C10 -0.542259 -1.669379 -3.167865  0.00
C11 0.032685 -1.284700 -1.779801  0.00
N3 -0.973670 -0.592952 -1.017390  0.01
C12 -2.131323 -1.433051 -0.813507  0.00
C13 -2.764899 -1.795134 -2.174684  0.00
N4 -1.936692 -1.161251 -3.232279  0.00
C14 -1.961658 0.314079 -3.062278  0.00
C15 -1.384745 0.629035 -1.653762  0.00
H3 -0.564434 -2.751596 -3.302120  0.00
H4 0.022463 -1.218358 -3.987759  0.00
H5 0.903575 -0.637944 -1.883446  0.00
H6 0.332392 -2.169193 -1.214803  0.00
H7 -2.836621 -0.878063 -0.179903  0.00
H8 -1.825302 -2.341969 -0.303047  0.00
H9 -3.783240 -1.413964 -2.261288  0.00
H10 -2.770209 -2.874471 -2.333844  0.00
H11 -2.330785 -1.400839 -4.143408  0.00
H12 -2.995513 0.649864 -3.156674  0.00
H13 -1.367431 0.762589 -3.862561  0.00
H14 -2.139514 1.087921 -1.015427  0.00
H15 -0.538991 1.313297 -1.721023  0.00
C16 6.044229 0.841497 -1.094813  0.00
C17 4.812978 0.273292 -1.805611  0.00
N5 3.553700 0.734982 -1.266447  0.00
C18 3.027807 1.987137 -1.777474  0.00
C19 3.456210 3.222016 -0.985117  0.00
C20 2.950590 0.116447 -0.200420  0.00
C21 3.480343 -1.203909 0.262710  0.00
N6 1.924894 0.590192 0.394752  0.01
H16 6.922429 0.256757 -1.358258  0.00
H17 5.903494 0.798124 -0.018418  0.00
H18 6.218009 1.874651 -1.382788  0.00
H19 4.836038 -0.814292 -1.741345  0.00
H20 4.844475 0.546494 -2.865932  0.00
H21 1.933457 1.932493 -1.786807  0.00
H22 3.368763 2.085413 -2.813955  0.00
H23 3.072471 3.184332 0.030372  0.00
H24 3.064262 4.114201 -1.466745  0.00
H25 4.539339 3.292431 -0.946228  0.00
H26 3.481541 -1.941135 -0.537813  0.00
H27 2.809452 -1.548702 1.044751  0.00
H28 4.485636 -1.107532 0.665858  0.00
H29 1.635955 1.521794 0.111049  0.00
C22 -0.622189 4.847893 -1.210427  0.00
S1 -0.252787 3.438470 -0.102271  0.00
C23 -1.816548 3.381553 0.795604  0.00
H30 -1.504357 4.630774 -1.806000  0.00
H31 0.235199 4.986668 -1.859283  0.00
H32 -0.783570 5.743748 -0.619732  0.00
H33 -1.836082 4.174606 1.538976  0.00
H34 -1.857309 2.416705 1.290546  0.00
H35 -2.643948 3.477687 0.096494  0.00

Forces on atoms 1 to 2 (eV/Å):
1.3249 0.9584 0.7869
1.1916 -0.3789 1.2494

=====

| no. | M (g/mol) | electronic energy (eV) |
| --- | --- | --- |
| 1 | 242.29 | -24539.969 |
| 2 | 425.36 | -43599.252 |
| 3 | 87.12 | -7828.519 |
| 4 | 662.56 | -104340.793 |